C87H207N5O19 | ωB97M-V/def2-TZVPD

Properties
HOMO energy   -8.4 eV
Frontier orbital gap   8.85 eV

```
! RIJCOSX wB97M-V def2-TZVPD def2/J DEFGRID3
* xyz 0 1
H 4.576 -5.756 -0.212
H -0.568 -3.197 1.395
H 7.188 3.653 1.678
C 5.600 -0.273 2.402
C 1.920 -1.395 6.783
H 5.890 8.744 -0.390
C 2.877 9.867 0.547
H 5.724 2.938 2.080
O -2.494 -6.546 3.903
H -2.875 5.435 2.279
H -5.417 -1.631 6.495
C 4.964 -0.533 -6.306
N 2.672 -0.487 -5.672
O 1.642 -0.577 -4.700
H 4.066 7.313 -1.810
H 1.833 2.406 -7.238
H -7.366 3.099 2.916
H -3.757 -1.139 -4.141
C -2.354 6.550 -3.236
H -6.373 2.522 -1.066
H 4.919 -2.189 2.636
H -4.564 5.557 -4.702
O -3.195 -3.201 -4.693
O -6.948 -0.377 -2.802
C -2.890 3.655 0.450
C -1.873 -1.081 -0.098
H -0.105 -3.546 4.356
H 0.980 3.764 3.579
H -7.270 2.328 -2.582
H 0.992 -1.808 -1.851
C 0.534 4.059 -3.600
H -3.801 4.022 -3.301
H -2.327 -0.040 0.085
H 5.326 0.535 -3.681
H 4.922 1.755 0.511
H 3.117 10.846 0.933
H -5.443 2.088 -2.497
H -4.928 0.576 4.971
C 3.329 0.389 -7.921
H 4.344 1.683 -4.638
C 2.779 6.601 0.632
O -1.084 -4.507 -2.965
C 0.069 6.490 -3.203
H -1.383 -8.330 -0.493
H -4.604 -0.107 -1.504
C -2.647 -8.976 4.259
H -6.997 -4.701 2.835
H -0.331 -8.349 0.843
O 1.012 1.228 3.275
H 0.090 1.044 5.911
H -1.188 -4.977 -2.126
H 5.027 10.189 -0.929
H -2.242 7.452 -3.795
H 0.998 -2.465 1.205
H -2.015 -9.189 5.164
C 8.850 1.663 1.973
O -4.946 -4.096 4.393
H 3.391 -4.099 1.357
H 5.233 -1.973 -4.107
H -2.409 -0.987 -2.068
H 3.619 -2.497 -4.622
H -2.631 -3.775 -4.147
H 3.749 -1.577 -3.130
C 1.899 1.797 -6.344
H -3.505 2.926 0.902
H -5.275 1.301 -7.001
H 6.690 -1.962 2.703
C -6.941 0.350 3.584
H 5.777 -1.753 4.094
H 2.983 -5.915 1.629
O -0.225 -5.415 5.828
H -1.280 5.011 3.026
H 1.080 -1.167 -7.877
H 2.452 -3.931 -1.603
H -2.281 1.025 -6.125
C -1.722 3.896 1.406
C 0.093 -4.493 3.796
H -4.227 -2.200 2.426
H -3.116 -6.365 -0.380
C 2.206 -1.710 5.308
H -2.358 4.000 -2.387
C 4.421 0.535 3.001
H -2.096 -0.675 -5.880
H 5.832 10.029 0.629
C -2.370 -5.774 0.153
H -1.172 1.048 -1.536
H 5.301 0.808 -0.910
C -4.202 -0.056 -5.740
C -2.398 5.384 -4.222
C 4.424 8.651 2.140
H -2.375 3.139 -3.997
H 3.526 -0.318 7.402
N 3.705 7.572 0.052
H -0.945 4.445 0.856
H 8.105 0.378 4.131
H -7.555 0.372 -1.060
H 9.207 1.948 2.930
C -3.439 -1.905 6.679
H 0.275 -2.866 6.678
H -2.258 -0.751 5.258
C 0.702 -5.433 4.760
H 2.107 -1.553 -0.539
C 0.041 -2.544 0.781
H -2.602 3.955 3.247
O 3.348 7.733 -1.337
H 5.371 7.960 2.124
H -5.426 -5.638 -5.679
O -4.594 -1.462 5.993
H -6.718 -3.059 2.136
H 2.363 -0.700 -1.974
H -0.798 2.208 0.996
H 5.917 -0.487 -5.939
H -3.185 -7.633 6.553
H 0.011 -6.915 -3.417
H 1.219 -3.850 -5.369
H 1.513 -6.783 3.190
H -3.495 6.515 -5.810
H -5.013 -3.098 -5.595
H -4.021 -5.728 -4.657
C 2.224 0.407 -6.777
H 4.181 1.373 2.316
H -4.069 -7.556 3.575
C -0.680 -1.133 0.821
C -3.949 -3.281 2.330
O 1.432 -0.347 1.221
H 1.485 0.178 2.052
H 2.862 5.335 -1.069
H -0.332 -6.124 -5.025
H 7.660 0.694 -0.165
H -3.267 -1.294 7.586
H 0.638 -2.707 -4.165
H -4.199 2.072 -5.700
H 4.808 -1.497 -6.838
H 4.043 5.956 2.209
H 3.258 -0.572 -8.417
H -0.557 -3.481 -5.117
H -2.110 -9.149 3.347
H -0.101 -6.191 6.430
H 4.825 1.458 -6.719
H 4.015 4.837 0.214
H -4.221 -6.356 5.874
C 0.195 5.375 -4.258
H 1.286 -7.580 4.791
H 0.023 7.389 -3.761
H 0.968 -4.557 -2.781
C 5.340 -0.381 0.904
H 0.750 -6.470 -0.355
H -3.044 -3.427 2.962
H 5.890 -1.200 0.402
H 0.791 6.661 -5.816
H 2.882 -1.037 4.789
H -1.007 -1.934 -1.929
H 0.602 -2.415 8.291
H -5.444 -1.150 -0.603
C -2.724 4.017 -3.433
H 0.245 -0.297 -6.576
C 0.898 -6.847 4.072
C 5.252 9.501 -0.079
C 4.681 0.567 -7.289
C 4.332 0.722 -4.118
N -1.106 5.409 -5.073
C -2.784 0.037 -6.303
H 1.811 -4.771 0.821
H 0.892 2.559 6.370
H 1.228 -1.862 4.804
C -3.631 -3.433 6.983
H 2.447 5.901 2.668
C 6.735 2.893 2.367
H 2.745 -2.644 5.224
C -1.171 -0.916 2.241
H -5.274 -2.652 -3.156
H 0.089 -2.866 -0.272
H 0.006 4.051 -2.644
H -2.527 3.211 -0.452
H -7.429 0.227 4.578
O -5.172 1.463 4.797
H -0.982 4.290 -6.692
H 2.317 4.530 0.382
O -0.156 -6.172 -0.673
H -0.861 -4.911 3.457
H -5.010 -3.231 4.728
H -3.511 4.554 0.171
C -2.240 -1.715 5.713
N 0.252 -0.022 0.554
H -3.137 -3.819 7.852
N 6.944 0.339 2.550
H -3.196 -3.945 6.225
H 1.725 -3.491 7.294
C -6.035 1.560 3.705
C -4.946 -4.191 2.968
H -1.367 5.550 -1.730
H -3.762 -3.646 1.258
H 1.716 -5.071 5.051
H 2.251 5.988 -5.061
C -2.194 4.681 2.570
H 2.956 1.153 -8.552
C 1.498 1.877 4.462
C 5.754 -1.641 3.074
C 3.475 -4.263 -1.391
C 4.164 -1.683 -4.156
H 0.160 3.229 -4.232
H 2.095 9.487 1.266
H -2.247 -4.792 -0.256
H -2.283 -2.540 4.970
C -6.413 1.946 -1.973
H 3.586 -0.183 3.061
O -4.224 -0.293 -4.283
H 5.338 0.557 -8.151
H -1.164 7.231 -1.586
H 7.173 2.485 -0.092
H -7.755 0.519 2.900
H 0.607 0.476 -8.144
C 0.416 -3.677 -4.600
C 7.288 1.632 1.895
H -5.455 1.575 2.788
H -0.576 -6.002 1.288
H 2.170 1.698 -0.081
H 3.675 7.648 3.940
H 0.651 -4.316 2.863
H -6.199 -4.514 1.308
H 4.314 -0.670 0.720
H 2.025 1.505 -1.860
H 0.303 1.808 2.961
H -0.369 -0.930 2.900
H 9.379 2.299 1.268
C 0.436 2.016 5.562
C -3.582 5.550 -5.195
H -4.844 -7.960 5.975
H -2.046 -8.243 1.183
C 0.660 0.158 -0.853
H -2.854 0.067 -7.441
H 2.700 3.337 3.418
C 1.120 -2.593 7.312
H 2.108 3.942 4.962
H -2.041 -5.989 4.594
H -5.829 1.331 -5.356
H -2.777 -5.552 1.174
C -6.840 2.852 3.898
C 1.588 -1.028 -1.345
H -3.805 -5.097 -6.321
H -1.247 -1.920 6.161
H 0.760 6.751 1.258
C 1.181 5.794 -5.275
C -3.908 -7.400 5.710
H 1.186 5.031 -6.082
C 1.456 1.537 -0.928
H 9.200 0.638 1.889
C -4.515 -3.751 -4.928
C 5.560 0.953 0.161
H -6.203 3.707 4.113
C 1.868 3.359 4.105
H -1.666 0.076 2.293
C -1.236 -7.914 0.509
H 0.652 2.323 -0.975
H 3.534 0.795 -3.395
C 6.963 1.454 0.334
H -3.409 -9.774 4.262
H -4.671 -0.885 -6.202
H 1.742 0.210 -4.151
H -5.044 -4.351 -2.822
H 2.997 -6.890 -1.694
H 4.725 9.565 2.665
H 1.584 3.914 -3.311
C 0.992 -0.167 -7.369
C -6.650 0.489 -1.703
C 3.129 6.533 2.113
H -0.065 -7.213 3.759
H -0.143 0.224 -2.748
O 7.173 0.467 3.969
H 1.353 -6.366 -4.457
H -6.425 -3.880 -3.819
H 0.906 6.482 -2.548
H -4.712 -3.724 6.909
C 2.904 -5.006 0.957
H 2.678 2.315 -5.741
H 1.105 7.983 0.083
H -5.273 0.477 0.073
H -1.988 -1.550 2.653
C -0.580 0.176 -1.741
H -0.364 2.568 5.140
C 0.228 -4.759 -3.533
H -4.636 -5.188 2.783
O -1.235 2.598 1.788
H -3.267 6.646 -2.642
C 4.061 8.896 0.653
H -7.594 2.716 4.652
H 1.263 -0.549 6.829
H -2.639 -1.723 0.239
C -1.057 -6.394 0.376
H 3.803 -4.515 -2.387
C 3.541 -5.433 -0.383
H 6.814 3.195 3.420
C 3.039 5.229 0.019
C 0.357 -6.121 -4.157
H 2.323 1.228 4.709
C 1.331 6.971 0.337
O -1.178 4.179 -5.748
C -4.445 -5.183 -5.461
O 2.917 -6.684 -0.747
H -6.206 -0.362 -3.467
O 3.117 -1.132 7.564
H -6.417 -0.674 3.347
C -5.380 -3.647 -3.605
C -3.312 -7.595 4.346
C -5.489 -0.096 -0.857
H 2.442 8.434 3.046
H 4.174 -3.478 -1.056
H 2.547 10.016 -0.464
H -3.658 4.635 -5.852
C -6.255 -4.069 2.288
C -1.148 6.456 -2.348
C -4.925 1.272 -5.990
H 0.950 1.846 -5.777
H 0.868 6.314 -0.412
C 3.342 7.841 2.878
C 4.031 -0.477 -5.062
H 4.586 0.881 4.038
C -1.486 -1.076 -1.563
*
```